[1]
C5H11EuO4 | wB97M-V/def2-TZVPD

Structure (XYZ):
```
21
Properties=species:S:1:pos:R:3:forces:R:3
Eu -1.231 -1.260 -0.690 0.51 -3.96 -2.76
O -0.407 -0.508 -2.513 2.49 4.26 0.08
O 1.059 -1.339 -0.048 0.56 0.12 -0.30
O -2.227 -0.555 0.899 -1.71 2.22 3.14
O -0.945 1.117 -0.793 0.51 -0.93 1.48
C 1.810 -0.168 -0.141 -0.51 -0.65 1.60
C -1.212 1.608 0.513 0.94 0.29 0.82
C 1.657 -2.485 0.545 0.17 0.46 0.17
C 0.323 1.062 -1.498 -3.45 -0.95 -4.18
C -2.404 0.813 1.041 -0.61 0.19 0.23
H 1.675 -2.341 1.633 0.19 -0.20 -0.16
H -1.399 2.692 0.472 -0.03 -0.16 0.08
H 2.672 -2.575 0.140 -0.19 -0.42 0.17
H 1.013 -3.339 0.302 0.39 0.07 -0.02
H -3.301 1.147 0.477 0.17 0.04 0.27
H -0.324 1.419 1.138 -0.30 0.12 0.06
H -2.541 1.109 2.100 -0.06 0.08 -0.24
H 2.860 -0.310 -0.413 -0.31 0.17 -0.19
H 0.126 2.093 -1.854 -0.94 0.81 -1.61
H 1.559 0.436 0.737 0.56 0.34 -0.34
H 1.236 1.383 -2.046 1.63 -1.92 1.70
```
Positions in Å, forces in eV/Å.

Summary:
relative energy (zero: lowest compared OMol25 entry of this formula, charge and spin): 170.46 kcal per mole
2S+1: 9
HOMO-LUMO gap (spin up / spin down): 5.66 / 7.68 eV
total charge: 0
maximum force: 5.5 eV Å⁻¹
HOMO level (spin up / spin down): -5.5 / -8.0 eV
calculated total energy: -32870.988 eV

These are the Mulliken partial charges, in e, on atoms 1 to 5: 1.14 -0.75 -0.13 -0.73 -0.34

=====

[2]
C22H38MoO3P2S | wB97M-V/def2-TZVPD

Structure (XYZ):
```
67
Properties=species:S:1:pos:R:3:forces:R:3
Mo 0.284 -0.735 -3.004 -0.57 -1.26 1.54
S -1.645 1.590 3.311 -1.45 -0.81 1.84
P 0.362 -2.510 -0.871 0.21 -0.52 -0.48
P 0.182 2.134 1.094 -1.67 2.94 1.99
O -1.834 0.320 2.652 0.43 1.07 -0.09
O -0.249 2.276 2.686 0.71 -0.63 -1.96
O -2.657 2.609 3.256 1.21 -0.62 -0.46
C -1.088 0.080 5.540 0.05 -0.04 0.00
C 1.294 3.587 1.020 0.94 -0.47 -0.34
C -0.082 2.257 6.970 -0.12 0.09 -0.19
C -0.277 -1.949 0.737 -0.11 0.19 0.01
C 2.401 -0.488 -2.555 0.66 1.51 1.64
C 0.345 0.781 8.985 0.09 0.12 0.08
C -0.545 2.443 5.667 -0.03 0.19 0.20
C -0.620 -0.089 6.842 -0.22 0.08 -0.36
C -2.045 0.264 -4.448 -0.64 -0.04 -0.09
C -0.769 -1.965 -4.313 -0.55 -1.77 -0.08
C -0.127 0.994 7.575 -0.01 -0.01 -0.13
C 1.974 -3.258 -0.406 -0.04 0.20 -0.09
C 0.636 -1.917 -4.631 -0.39 -0.50 -1.03
C -1.806 -1.143 -5.056 -0.78 0.10 -0.28
C 0.459 0.886 -4.283 -0.11 1.79 -0.06
C -1.342 2.664 0.192 -0.05 -1.08 -0.75
C -0.640 -3.987 -1.251 -0.07 0.04 0.14
C -1.049 1.352 4.960 0.13 -0.11 0.02
C 1.656 0.353 -1.641 1.97 0.07 0.20
C 0.780 0.414 -5.689 0.32 0.16 -0.61
C -0.856 0.809 -3.684 0.03 1.17 -1.39
C 1.186 -1.074 -5.760 0.55 -0.14 -0.44
H 0.635 1.730 9.444 -0.02 -0.22 -0.01
H 0.842 4.394 0.426 -0.13 -0.39 0.14
H 2.872 -1.415 -2.213 -0.32 0.26 -0.09
H -0.251 -4.473 -2.154 -0.08 0.07 0.24
H -2.900 0.208 -3.761 0.19 0.00 -0.10
H 2.328 -3.926 -1.202 -0.09 0.19 0.20
H 1.219 -2.814 -4.402 -0.07 0.12 0.15
H -0.537 3.434 5.212 0.04 -0.21 0.17
H -0.653 -1.075 7.307 -0.04 0.25 -0.18
H -1.047 3.228 -0.703 0.12 -0.17 0.24
H 2.926 -0.004 -3.391 -0.47 -0.26 0.17
H -0.602 -4.686 -0.404 -0.08 0.09 -0.28
H 0.306 3.109 7.537 -0.17 -0.31 -0.27
H 1.625 1.009 -6.070 -0.33 -0.18 0.19
H -1.150 -2.893 -3.877 0.15 0.02 -0.38
H 1.619 1.436 -1.839 -0.04 -0.53 -0.05
H -2.359 0.959 -5.246 0.22 -0.09 0.30
H -1.676 -3.680 -1.436 0.17 -0.16 0.06
H 0.031 -2.658 1.519 -0.23 0.22 -0.18
H 1.101 1.700 -3.932 -0.26 -0.22 -0.08
H 2.226 3.277 0.530 -0.09 0.27 0.14
H -1.094 1.556 -2.921 0.20 -0.14 0.02
H 1.836 -3.832 0.521 0.10 0.11 -0.30
H -1.493 -0.760 4.985 0.07 0.07 0.05
H -1.999 3.276 0.827 0.43 -0.21 0.17
H -1.576 -1.063 -6.132 0.18 -0.08 0.45
H 1.521 3.948 2.032 -0.12 -0.30 -0.21
H -1.370 -1.867 0.700 0.21 -0.05 0.10
H 1.209 0.104 9.001 -0.14 0.15 0.00
H 1.574 0.109 -0.579 0.13 -0.19 -0.19
H -2.766 -1.680 -5.017 0.37 0.15 -0.03
H -0.039 0.623 -6.387 -0.04 -0.02 0.32
H 0.121 -0.958 0.981 -0.02 -0.17 0.06
H 0.907 -1.495 -6.739 -0.05 0.04 0.26
H 2.282 -1.132 -5.736 -0.23 -0.08 0.10
H 2.726 -2.477 -0.240 -0.10 -0.20 0.05
H -0.438 0.320 9.599 0.12 0.11 -0.15
H -1.885 1.765 -0.134 -0.06 0.32 0.12
```
Positions in Å, forces in eV/Å.

Summary:
relative energy (zero: lowest compared OMol25 entry of this formula, charge and spin): 0.00 kcal per mole
2S+1: 3
HOMO-LUMO gap (spin up / spin down): 7.27 / 3.85 eV
total charge: +2
maximum force: 3.9 eV Å⁻¹
HOMO level (spin up / spin down): -14.1 / -13.8 eV
calculated total energy: -60820.970 eV

These are the natural (NBO) partial charges, in e, on atoms 1 to 5: 0.95 2.34 0.96 1.60 -0.91

=====

[3]
C5H8N4P | wB97M-V/def2-TZVPD

Structure (XYZ):
```
18
Properties=species:S:1:pos:R:3:forces:R:3
P -1.401 2.836 -1.015 -0.13 -1.51 -0.23
N 0.584 1.566 0.599 0.60 -0.16 0.53
N -1.724 -1.154 -1.437 -0.57 0.10 -0.44
N 1.163 -1.467 0.997 0.34 0.18 0.44
N 0.237 -0.804 0.170 -0.52 -0.38 -0.49
C 0.106 2.861 0.170 -0.54 0.60 -0.54
C -2.162 0.004 -1.715 -0.22 -1.07 -0.17
C -1.670 1.248 -1.305 -0.05 3.19 0.21
C 0.138 0.463 0.113 0.88 0.14 0.65
C -0.662 -1.660 -0.701 0.39 -0.76 0.11
H -1.080 -2.423 -0.029 0.24 0.15 -0.01
H -3.043 0.016 -2.356 -0.08 0.03 -0.07
H 0.000 -2.172 -1.416 -0.03 0.05 0.24
H -0.184 3.463 1.041 -0.01 -0.20 -0.14
H 0.898 3.409 -0.357 -0.14 -0.17 0.06
H 1.789 -2.050 0.447 -0.12 0.18 -0.13
H 0.679 -2.052 1.673 -0.10 0.13 -0.08
H 1.326 1.606 1.294 0.09 -0.52 0.09
```
Positions in Å, forces in eV/Å.

Summary:
2S+1: 3
HOMO-LUMO gap (spin up / spin down): 6.89 / 6.39 eV
total charge: +1
maximum force: 3.2 eV Å⁻¹
HOMO level (spin up / spin down): -11.5 / -13.2 eV
calculated total energy: -20549.904 eV

These are the natural (NBO) partial charges, in e, on atoms 1 to 5: 0.82 -0.61 -0.35 -0.64 -0.31

=====

[4]
C6H12 | wB97M-V/def2-TZVPD

Structure (XYZ):
```
18
Properties=species:S:1:pos:R:3:forces:R:3
C 0.057 -0.763 -1.012 -0.02 -0.06 -0.02
C 0.655 0.615 -1.305 0.04 0.07 -0.04
C -0.346 1.552 -0.628 -0.07 0.08 -0.03
C -0.615 0.861 0.716 -0.01 0.05 0.05
C -0.490 -0.662 0.436 -0.04 -0.02 -0.02
C 0.437 -1.353 1.433 0.04 -0.04 0.08
H -1.481 -1.132 0.494 0.18 0.06 -0.01
H 0.108 -1.192 2.466 0.02 -0.03 -0.13
H 0.777 -1.581 -1.123 -0.10 0.11 0.02
H 0.145 1.167 1.449 -0.08 -0.07 -0.13
H -0.761 -0.952 -1.718 0.08 0.01 0.09
H 1.641 0.714 -0.830 -0.13 -0.01 -0.05
H -1.269 1.584 -1.223 0.13 0.00 0.07
H 0.009 2.582 -0.522 -0.01 -0.13 0.01
H 0.783 0.814 -2.374 -0.01 -0.04 0.13
H 1.456 -0.954 1.345 -0.15 -0.06 0.01
H -1.586 1.134 1.142 0.12 -0.07 -0.06
H 0.480 -2.434 1.253 0.00 0.15 0.04
```
Positions in Å, forces in eV/Å.

Summary:
relative energy (zero: lowest compared OMol25 entry of this formula, charge and spin): 2.30 kcal per mole
HOMO-LUMO gap: 12.20 eV
SMILES: CC1CCCC1
total charge: 0
maximum force: 0.2 eV Å⁻¹
HOMO level: -11.0 eV
calculated total energy: -6416.841 eV

These are the natural (NBO) partial charges, in e, on atoms 1 to 5: -0.40 -0.40 -0.40 -0.40 -0.22

=====

[5]
C5H13NO | wB97M-V/def2-TZVPD

Structure (XYZ):
```
20
Properties=species:S:1:pos:R:3:forces:R:3
O 1.893 0.290 0.023 0.01 -0.65 0.62
N 2.001 -1.888 -0.652 2.49 0.56 -3.50
C 0.111 -0.296 1.952 -0.17 1.12 2.72
C 0.561 -1.424 1.074 -0.84 -2.07 2.69
C 1.532 -0.859 0.179 1.09 -1.26 -3.48
C -2.148 1.477 -0.773 2.04 7.15 -1.66
C -3.193 2.312 -1.571 1.18 1.74 1.14
H -1.132 1.557 -1.383 -1.77 0.30 1.56
H -2.125 2.073 0.165 0.71 -1.42 -0.07
H -0.178 -0.622 3.035 -0.12 0.45 -2.14
H -0.649 0.367 1.462 0.68 -0.57 0.73
H -2.817 3.373 -1.425 0.00 -0.95 -0.84
H -4.172 2.518 -1.038 0.55 -1.43 -1.21
H 2.627 -1.532 -1.439 -0.88 -0.21 1.78
H 1.508 -2.656 -1.136 -0.44 0.70 1.53
H 1.067 0.316 2.160 -1.68 -0.64 -0.47
H 1.022 -2.242 1.753 -0.21 1.36 -1.16
H -3.062 2.037 -2.627 -1.28 0.33 0.24
H -2.285 0.521 -0.780 -1.42 -5.73 0.84
H -0.134 -2.075 0.468 0.06 1.22 0.67
```
Positions in Å, forces in eV/Å.

Summary:
relative energy (zero: lowest compared OMol25 entry of this formula, charge and spin): 52.41 kcal per mole
HOMO-LUMO gap: 10.72 eV
SMILES: CCC(N)=O.CC
total charge: 0
maximum force: 7.6 eV Å⁻¹
HOMO level: -9.9 eV
calculated total energy: -8931.738 eV

These are the natural (NBO) partial charges, in e, on atoms 1 to 5: -0.58 -0.87 -0.62 -0.53 0.68

=====

[6]
C4H6O2 | wB97M-V/def2-TZVPD

Structure (XYZ):
```
12
Properties=species:S:1:pos:R:3:forces:R:3
O 0.161 -1.611 -0.939 -0.08 -0.15 0.20
O 0.560 1.554 0.743 -0.27 0.13 0.11
C -0.739 1.480 0.914 0.31 -0.34 -0.17
C -0.011 -0.247 -0.644 0.02 0.39 0.01
C -1.148 0.147 0.303 -0.07 0.04 -0.02
C 1.167 0.406 0.077 0.05 -0.17 -0.08
H -1.200 -0.546 1.163 0.01 0.07 -0.09
H -0.158 0.248 -1.610 0.02 -0.06 0.08
H -0.041 -2.129 -0.150 0.06 0.02 -0.07
H -2.143 0.176 -0.144 0.13 0.03 0.06
H 1.580 -0.252 0.851 -0.04 0.05 -0.12
H 1.971 0.773 -0.563 -0.14 -0.02 0.10
```
Positions in Å, forces in eV/Å.

Summary:
relative energy (zero: lowest compared OMol25 entry of this formula, charge and spin): 73.56 kcal per mole
HOMO-LUMO gap: 9.33 eV
total charge: 0
maximum force: 0.5 eV Å⁻¹
HOMO level: -8.6 eV
calculated total energy: -8337.271 eV

These are the natural (NBO) partial charges, in e, on atoms 1 to 5: -0.69 -0.47 0.30 0.06 -0.60

=====

Question: total charge of number 4 (C6H12)?
Answer: 0